1.
{"formula": "C8H21NO10PS2", "method": "wB97M-V/def2-TZVPD", "e_above_lowest_ev": 0.000, "total_charge": -1, "elements": ["O", "C", "O", "C", "N", "P", "O", "O", "H", "H", "H", "H", "H", "O", "S", "O", "O", "C", "C", "C", "H", "H", "H", "H", "H", "H", "H", "H", "O", "S", "O", "O", "C", "C", "C", "H", "H", "H", "H", "H", "H", "H", "H"], "coordinates": [[2.16899, 3.79098, 1.08021], [2.23921, 3.53045, -0.13163], [3.22809, 2.89769, -0.66077], [1.12864, 4.00672, -1.13618], [-0.17813, 4.29250, -0.49024], [-1.42222, 3.26882, -1.17476], [-0.98806, 1.71619, -0.62765], [-2.79135, 3.71190, -0.25789], [0.96868, 3.27897, -1.97444], [1.48280, 4.95776, -1.61545], [-0.18238, 4.03998, 0.50776], [-0.41173, 1.30179, -1.29333], [-2.81302, 4.68130, -0.37822], [4.30368, -3.66106, -2.67028], [3.30476, -2.83886, -2.04655], [2.29636, -2.17235, -2.81420], [4.02591, -1.77570, -1.09464], [5.04325, -0.92951, -1.65613], [4.45033, 0.19583, -2.47895], [2.51480, -3.76797, -0.76882], [5.75100, -1.52133, -2.24353], [5.59641, -0.50796, -0.81628], [3.96329, -0.18800, -3.37781], [5.22717, 0.89640, -2.78873], [3.69429, 0.73661, -1.90464], [3.27696, -4.24495, -0.15649], [1.88834, -4.52084, -1.24481], [1.90114, -3.09453, -0.17384], [-3.48626, -3.03693, 1.37145], [-4.48376, -2.22576, 2.00620], [-5.51235, -1.57306, 1.25300], [-3.76126, -1.14991, 2.94505], [-2.75972, -0.29187, 2.36576], [-3.37338, 0.82359, 1.54486], [-5.24322, -3.16162, 3.29822], [-2.05345, -0.87586, 1.77135], [-2.20077, 0.13786, 3.19769], [-3.86560, 0.43187, 0.65394], [-2.60802, 1.52826, 1.22327], [-4.12985, 1.35837, 2.12316], [-4.46613, -3.62780, 3.90002], [-5.86730, -3.92325, 2.83327], [-5.85618, -2.49471, 3.90105]], "atomic_forces_ev_per_a": [[-1.25, 0.49, -0.22], [2.36, -1.48, -0.48], [-1.73, 0.88, -0.17], [0.06, 0.50, -0.15], [-1.89, -1.36, 0.09], [1.00, 0.44, -0.70], [-0.75, 0.94, 0.29], [1.51, -0.37, -0.14], [0.50, 0.41, 0.71], [-0.14, -0.81, 0.40], [0.80, 0.45, -0.13], [-0.34, 0.30, 0.22], [-0.03, -0.49, 0.22], [-0.20, 0.18, -0.24], [0.14, 0.46, 0.86], [0.22, -0.31, -0.23], [-0.34, -0.71, -0.04], [0.56, 0.76, -0.54], [-0.42, -0.10, -0.14], [0.00, -0.01, 0.12], [-0.17, -0.20, 0.07], [-0.26, -0.22, 0.18], [0.09, -0.04, 0.00], [0.01, -0.01, 0.15], [0.22, 0.17, 0.06], [-0.01, 0.06, -0.04], [0.05, 0.07, -0.09], [0.04, 0.01, -0.06], [-0.22, 0.18, -0.20], [0.22, 0.42, 0.74], [0.18, -0.28, -0.17], [-0.40, -0.68, 0.03], [0.53, 0.77, -0.55], [-0.24, -0.06, -0.11], [0.00, -0.01, 0.13], [-0.16, -0.13, 0.05], [-0.19, -0.26, 0.17], [0.07, 0.03, 0.00], [0.00, -0.11, 0.09], [0.09, -0.01, 0.05], [-0.01, 0.05, -0.04], [0.06, 0.07, -0.09], [0.04, 0.00, -0.06]], "mulliken_charge": [-0.722, 0.600, -0.739, -0.490, -0.309, 0.108, -0.426, -0.438, 0.213, 0.235, 0.334, 0.331, 0.320, -0.652, 1.200, -0.589, -0.249, -0.352, -1.028, -0.929, 0.323, 0.273, 0.311, 0.393, 0.316, 0.306, 0.363, 0.312, -0.639, 1.213, -0.601, -0.258, -0.453, -0.661, -0.929, 0.317, 0.287, 0.338, 0.111, 0.283, 0.308, 0.363, 0.306]}

=====

2.
{"formula": "C8H22AgN5O11", "method": "wB97M-V/def2-TZVPD", "spin_multiplicity": 2, "e_above_lowest_ev": 1.045, "s2": 0.757, "total_charge": -1, "elements": ["Ag", "N", "O", "O", "O", "N", "O", "O", "O", "N", "O", "O", "O", "C", "C", "C", "O", "C", "N", "H", "H", "H", "H", "H", "H", "H", "H", "H", "H", "H", "C", "C", "C", "O", "C", "N", "H", "H", "H", "H", "H", "H", "H", "H", "H", "H", "H"], "coordinates": [[8.67228, 0.95657, 30.92389], [5.93444, 3.11701, 31.56264], [5.86321, 4.32584, 31.64404], [5.16809, 2.39374, 32.24810], [6.75341, 2.52592, 30.84665], [5.58603, -0.81631, 31.38590], [4.86081, 0.01209, 32.00420], [6.67767, -0.42221, 30.93099], [5.21261, -1.97893, 31.23921], [8.66927, 0.87286, 34.49013], [9.61533, 0.10494, 34.78482], [8.53380, 1.23015, 33.28668], [7.91297, 1.30056, 35.35754], [11.84315, -2.43605, 32.02586], [10.99530, -1.16217, 31.93479], [11.84041, 0.03113, 31.50991], [11.10234, 1.21691, 31.74472], [11.75327, 2.14500, 32.57532], [9.85470, -1.29340, 31.01071], [12.60009, -2.37394, 32.81488], [12.32864, -2.64985, 31.06907], [11.20971, -3.27739, 32.31568], [10.61807, -0.91345, 32.93261], [12.10205, -0.03607, 30.43999], [12.77854, 0.05638, 32.07462], [12.71583, 2.48263, 32.17283], [11.89511, 1.73312, 33.58656], [11.07869, 2.98955, 32.70816], [9.20761, -2.00960, 31.33624], [10.18175, -1.68757, 30.12589], [10.38988, 1.60322, 26.73574], [10.03026, 1.59225, 28.22122], [9.78561, 3.02227, 28.67863], [9.55219, 3.06880, 30.05172], [9.53770, 4.38174, 30.56689], [8.87081, 0.72172, 28.52550], [11.08980, 2.40326, 26.48167], [9.48319, 1.77325, 26.14778], [10.81934, 0.64765, 26.43404], [10.88713, 1.25741, 28.81372], [8.93303, 3.46282, 28.12240], [10.66049, 3.64063, 28.41751], [9.28350, 4.31460, 31.61797], [8.77998, 4.99081, 30.05393], [10.51017, 4.86703, 30.39678], [9.09607, -0.20238, 28.16516], [8.09496, 1.04651, 27.94917]], "atomic_forces_ev_per_a": [[-0.03, -0.39, 0.55], [1.36, -0.81, -0.64], [-0.30, 0.36, 0.14], [-0.77, -0.31, 0.45], [-0.51, 0.69, -0.12], [1.12, 0.05, -0.51], [-0.23, 0.06, 0.04], [-0.90, -0.55, 0.12], [-0.25, 0.41, 0.25], [0.50, 0.02, -0.27], [0.03, -0.14, -0.02], [-0.26, 0.20, 0.38], [-0.17, 0.05, 0.05], [-0.16, 0.07, 0.26], [0.32, -0.27, 0.13], [-0.26, 0.08, 0.20], [0.67, -0.02, -0.51], [-0.37, -0.01, 0.70], [0.24, -0.53, -0.07], [0.06, 0.19, -0.19], [0.03, -0.12, 0.03], [-0.04, -0.03, -0.23], [-0.25, 0.01, -0.14], [-0.04, -0.01, 0.04], [-0.03, -0.11, 0.03], [-0.03, -0.02, -0.11], [0.11, -0.07, -0.19], [0.04, 0.05, -0.21], [-0.13, 0.37, 0.28], [0.13, 0.28, 0.07], [-0.15, 0.03, 0.00], [0.11, 0.32, 0.00], [-0.33, 0.28, -0.34], [0.28, 0.22, -0.06], [-0.24, 0.14, -0.49], [0.64, 0.46, -0.79], [0.09, -0.10, 0.07], [0.04, -0.03, -0.03], [0.00, 0.00, -0.06], [-0.10, -0.27, -0.01], [0.02, -0.12, 0.12], [0.04, -0.15, 0.05], [0.06, 0.03, 0.11], [-0.05, -0.11, 0.14], [0.01, -0.09, 0.24], [-0.16, -0.07, 0.28], [-0.12, -0.03, 0.26]], "mulliken_spin": [0.005, -0.008, 0.059, 0.475, 0.048, -0.009, 0.356, 0.028, 0.047, 0.001, 0.000, -0.003, 0.000, 0.000, 0.000, 0.000, 0.000, 0.000, 0.000, 0.000, 0.000, 0.000, 0.000, 0.000, 0.000, 0.000, 0.000, 0.000, 0.000, 0.000, 0.000, 0.000, 0.000, 0.000, 0.002, 0.000, 0.000, 0.000, 0.000, 0.000, 0.000, 0.000, 0.000, -0.001, 0.000, 0.000, 0.000]}

=====

Number 2 is which compound?
C8H22AgN5O11